The following is a DFT calculation (the ωB97M-V functional and the def2-TZVPD basis) of a cluster of 3 separate species, C21H41NO13P2 in total in a non-equilibrium geometry.

electronic energy: -69121.2633 eV
lowest unoccupied orbital energy: -0.061 Ha
gap between HOMO and LUMO: 0.3004 Ha
charge: 0
ΔE to the lowest compared entry with this formula, charge and spin: 8.747 eV
structure (SMILES): CC(=O)OCC[C@@H]1C(=O)OC[C@@H]1N=C=O.CCOP(=O)(OCC)OCC.CCOP(=O)(OCC)OCC

Cartesian coordinates (Å):
C  -3.385  2.466  5.509
C  -3.412  2.935  3.961
O  -4.335  2.497  3.208
O  -2.396  3.802  3.378
C  -1.299  2.868  3.028
C  0.036  3.692  2.670
C  1.341  3.267  3.512
C  1.511  1.755  4.058
O  0.918  0.666  3.799
O  2.642  1.906  4.970
C  2.765  3.279  5.480
C  1.742  4.266  4.701
N  0.610  4.524  5.692
C  0.718  5.805  5.996
O  0.539  7.039  6.086
H  -2.325  2.693  5.928
H  -3.461  1.307  5.489
H  -4.212  2.947  6.137
H  -1.655  2.357  2.044
H  -1.187  2.120  3.888
H  0.225  3.653  1.539
H  -0.183  4.802  2.944
H  2.172  3.317  2.703
H  2.335  3.243  6.545
H  3.864  3.595  5.558
H  2.258  5.187  4.249
C  6.022  -0.664  -3.414
C  5.075  0.482  -3.115
O  3.926  0.026  -2.420
P  4.070  -0.359  -0.816
O  4.076  1.090  -0.311
O  2.445  -0.583  -0.527
C  1.811  0.064  0.571
C  1.039  1.271  0.090
O  4.111  -1.990  -1.344
C  3.564  -3.005  -0.510
C  2.249  -3.497  -1.103
H  6.449  -1.064  -2.490
H  6.841  -0.332  -4.056
H  5.495  -1.485  -3.907
H  5.575  1.269  -2.543
H  4.728  0.921  -4.054
H  2.531  0.329  1.349
H  1.116  -0.653  1.019
H  1.672  1.954  -0.478
H  0.606  1.811  0.935
H  0.231  0.968  -0.581
H  3.430  -2.648  0.514
H  4.279  -3.830  -0.483
H  1.489  -2.714  -1.114
H  1.857  -4.342  -0.531
H  2.387  -3.808  -2.143
C  -6.537  -1.595  -3.094
C  -5.378  -0.645  -3.322
O  -4.144  -1.252  -2.974
P  -3.502  -2.385  -3.996
O  -2.969  -1.393  -5.039
O  -2.038  -2.546  -3.218
C  -0.818  -2.454  -3.945
C  -0.197  -1.083  -3.745
O  -4.114  -3.565  -2.914
C  -3.410  -4.794  -2.750
C  -2.727  -4.812  -1.391
H  -6.488  -2.439  -3.787
H  -7.492  -1.084  -3.243
H  -6.509  -2.006  -2.082
H  -5.349  -0.297  -4.359
H  -5.495  0.233  -2.681
H  -0.968  -2.680  -5.004
H  -0.141  -3.221  -3.554
H  -0.892  -0.282  -3.999
H  0.705  -0.970  -4.353
H  0.071  -0.941  -2.694
H  -2.695  -4.953  -3.560
H  -4.145  -5.602  -2.793
H  -1.955  -4.044  -1.315
H  -2.261  -5.783  -1.203
H  -3.449  -4.606  -0.595



The following is a DFT calculation (the ωB97M-V functional and the def2-TZVPD basis) of a cluster of 7 separate species, C21H41NO25S6 in total in a non-equilibrium geometry.

electronic energy: -140125.5281 eV
lowest unoccupied orbital energy: 0.005 Ha
gap between HOMO and LUMO: 0.3688 Ha
charge: 0
structure (SMILES): CCC[C@H](C)[C@H]1CCC(=O)N1.O=S1(=O)OCCO1.O=S1(=O)OCCO1.O=S1(=O)OCCO1.O=S1(=O)OCCO1.O=S1(=O)OCCO1.O=S1(=O)OCCO1

Cartesian coordinates (Å):
C  1.690  1.535  -0.553
C  0.614  1.413  -1.640
C  -0.118  0.072  -1.558
C  -1.286  0.027  -0.576
C  -1.663  -1.469  -0.327
C  -2.525  0.804  -1.058
C  -2.983  1.917  -0.055
C  -3.858  2.802  -0.950
C  -3.560  2.364  -2.376
O  -4.154  2.740  -3.365
N  -2.466  1.436  -2.379
H  2.594  1.046  -0.875
H  1.361  1.125  0.399
H  1.919  2.593  -0.433
H  1.123  1.463  -2.603
H  -0.041  2.280  -1.582
H  0.615  -0.654  -1.203
H  -0.470  -0.280  -2.525
H  -0.989  0.412  0.397
H  -2.719  -1.663  -0.478
H  -1.342  -1.776  0.658
H  -1.135  -2.090  -1.047
H  -3.417  0.183  -1.115
H  -2.151  2.459  0.383
H  -3.548  1.376  0.699
H  -4.915  2.689  -0.721
H  -3.630  3.854  -0.803
H  -1.657  2.032  -2.530
O  4.902  -2.516  0.387
S  4.881  -1.463  -0.565
O  4.364  -0.183  -0.242
O  4.184  -1.993  -1.895
C  5.066  -1.831  -3.019
C  6.453  -1.952  -2.422
O  6.345  -1.268  -1.163
H  4.898  -0.843  -3.452
H  4.856  -2.600  -3.756
H  7.218  -1.475  -3.026
H  6.723  -2.992  -2.232
O  6.810  2.088  -2.544
S  5.556  2.674  -2.234
O  4.348  1.941  -2.334
O  5.414  4.031  -3.068
C  5.187  5.139  -2.184
C  5.890  4.742  -0.902
O  5.625  3.336  -0.782
H  4.111  5.252  -2.036
H  5.594  6.043  -2.626
H  5.503  5.258  -0.029
H  6.969  4.890  -0.971
O  -3.002  -4.348  1.633
S  -1.648  -4.279  2.045
O  -0.596  -4.085  1.116
O  -1.323  -5.569  2.933
C  -0.838  -5.177  4.226
C  -1.513  -3.848  4.491
O  -1.499  -3.192  3.206
H  0.249  -5.080  4.174
H  -1.106  -5.934  4.957
H  -0.973  -3.240  5.212
H  -2.547  -3.980  4.812
O  5.217  0.654  6.238
S  4.138  0.243  5.415
O  2.823  0.131  5.932
O  4.550  -1.121  4.692
C  4.462  -0.977  3.263
C  4.745  0.489  3.015
O  4.083  1.156  4.105
H  3.453  -1.247  2.949
H  5.180  -1.633  2.781
H  4.343  0.840  2.070
H  5.813  0.708  3.067
O  -6.022  1.687  -9.513
S  -4.775  1.799  -8.848
O  -3.570  1.977  -9.572
O  -4.627  0.554  -7.854
C  -4.414  1.010  -6.507
C  -5.132  2.340  -6.448
O  -4.861  2.936  -7.729
H  -3.343  1.124  -6.338
H  -4.818  0.284  -5.809
H  -4.757  2.977  -5.655
H  -6.211  2.213  -6.343
O  -4.466  -4.286  5.626
S  -5.727  -3.723  5.959
O  -6.874  -4.535  6.115
O  -6.027  -2.542  4.926
C  -6.248  -1.308  5.624
C  -5.408  -1.436  6.877
O  -5.569  -2.810  7.262
H  -7.311  -1.223  5.856
H  -5.942  -0.478  4.994
H  -5.747  -0.793  7.683
H  -4.351  -1.250  6.676



The following is a DFT calculation (the ωB97M-V functional and the def2-TZVPD basis) of a structure of composition C21H42BCrF3N3O7SSbSi3.

electronic energy: -119519.9477 eV
lowest unoccupied orbital energy (alpha / beta): 0.014 / -0.057 Ha
gap between HOMO and LUMO (alpha / beta): 0.3187 / 0.2389 Ha
charge: 0
ΔE to the lowest compared entry with this formula, charge and spin: 5.407 eV
multiplicity: 5

Cartesian coordinates (Å):
Cr  -0.552  0.081  -0.400
C  2.317  0.997  3.721
O  1.940  1.181  2.356
C  0.658  1.234  2.015
O  0.398  1.421  0.825
N  -0.259  1.112  2.987
N  -1.600  1.218  2.625
H  3.397  1.094  3.740
H  2.047  -0.004  4.063
H  1.868  1.760  4.359
H  -0.004  0.609  3.822
H  -2.082  1.799  3.298
H  -2.046  0.293  2.536
F  -3.933  -1.762  0.762
C  -3.332  -0.755  1.420
F  -4.332  0.170  1.509
F  -2.551  -0.084  0.135
S  -0.739  -2.623  0.827
O  -0.127  -3.224  -0.901
O  -0.177  -3.604  1.707
O  0.045  -1.338  0.914
O  1.731  -0.901  -2.443
B  1.300  0.052  -1.505
O  2.310  1.019  -1.356
C  3.338  0.645  -2.184
C  4.542  1.275  -2.404
C  5.394  0.680  -3.334
C  5.038  -0.487  -4.001
C  3.815  -1.114  -3.769
C  2.982  -0.518  -2.848
H  4.806  2.184  -1.881
H  6.354  1.136  -3.541
H  5.727  -0.920  -4.715
H  3.531  -2.024  -4.280
C  -4.320  0.237  -2.593
Si  -3.787  2.005  -2.283
C  -4.344  3.127  -3.684
C  -4.411  2.706  -0.668
Sb  -1.222  1.943  -2.170
Si  -0.473  4.275  -1.458
C  -1.045  4.546  0.306
C  1.395  4.360  -1.542
C  -1.270  5.533  -2.605
Si  -0.387  1.661  -4.572
C  1.366  2.333  -4.642
C  -0.433  -0.168  -4.972
C  -1.458  2.605  -5.792
H  -5.360  0.089  -2.288
H  -3.712  -0.458  -2.014
H  -4.236  -0.009  -3.655
H  -5.436  3.203  -3.667
H  -4.052  2.749  -4.664
H  -3.940  4.136  -3.574
H  -5.501  2.788  -0.708
H  -4.012  3.708  -0.503
H  -4.144  2.070  0.175
H  -0.422  3.975  0.996
H  -2.076  4.232  0.465
H  -0.966  5.608  0.557
H  1.839  3.461  -1.112
H  1.739  5.226  -0.968
H  1.756  4.466  -2.566
H  -2.321  5.681  -2.345
H  -1.221  5.228  -3.652
H  -0.764  6.499  -2.516
H  1.913  2.194  -3.711
H  1.352  3.403  -4.866
H  1.928  1.830  -5.434
H  0.063  -0.751  -4.195
H  0.074  -0.354  -5.923
H  -1.464  -0.520  -5.059
H  -1.714  3.608  -5.447
H  -2.385  2.074  -6.014
H  -0.900  2.706  -6.729
C  -1.413  -4.904  -2.738
C  -1.267  -3.422  -3.046
C  -0.790  -2.621  -1.858
N  -1.014  -1.370  -1.772
H  -1.811  -5.424  -3.610
H  -2.095  -5.067  -1.903
H  -0.455  -5.347  -2.474
H  -2.209  -2.987  -3.386
H  -0.544  -3.250  -3.848